# 1
Formula: C44H68IrN4O6P3Se
Source: OMol25
Level of theory: ωB97M-V with the def2-TZVPD basis set

## Properties
HOMO level (alpha / beta): -15.61 / -15.62 eV
energy above the lowest of the compared OMol25 structures with the same formula, charge and spin: 1.255 eV

Structure (ORCA input):
```
! RIJCOSX wB97M-V def2-TZVPD def2/J DEFGRID3
* xyz 3 2
Ir 0.012 0.333 -0.757
O 0.682 0.756 3.126
C 1.002 -0.066 2.297
O 0.391 -0.432 1.247
C 2.369 -0.742 2.447
C 2.696 -1.308 3.668
C 3.916 -1.952 3.804
C 4.818 -1.946 2.754
C 4.508 -1.318 1.560
C 3.247 -0.747 1.370
P 2.860 0.146 -0.201
C 3.766 -0.768 -1.485
C 4.174 -0.087 -2.634
C 4.875 -0.744 -3.629
C 5.173 -2.094 -3.498
C 4.734 -2.784 -2.375
C 4.010 -2.139 -1.389
C 3.887 1.611 0.208
C 5.112 1.936 -0.365
C 5.812 3.048 0.080
C 5.308 3.840 1.099
C 4.107 3.497 1.702
C 3.402 2.395 1.259
H 2.004 -1.239 4.494
H 4.159 -2.436 4.737
H 5.776 -2.433 2.872
H 5.247 -1.278 0.773
H 3.941 0.962 -2.741
H 5.197 -0.202 -4.505
H 5.723 -2.609 -4.270
H 4.975 -3.832 -2.268
H 3.657 -2.697 -0.530
H 5.544 1.319 -1.134
H 6.760 3.294 -0.373
H 5.845 4.717 1.428
H 3.728 4.079 2.530
H 2.490 2.109 1.763
C -0.628 4.270 1.659
C -0.559 2.811 1.180
N -0.326 2.760 -0.265
C 0.824 3.588 -0.623
C 0.544 5.075 -0.310
N -0.718 5.139 0.460
C -1.839 4.693 -0.394
C -1.507 3.290 -0.944
H 0.263 4.548 2.224
H -1.494 4.429 2.302
H -1.478 2.256 1.400
H 0.238 2.299 1.715
H 1.028 3.467 -1.689
H 1.698 3.232 -0.074
H 0.424 5.653 -1.230
H 1.357 5.515 0.272
H -0.886 6.104 0.754
H -1.981 5.410 -1.204
H -2.744 4.680 0.213
H -1.297 3.338 -2.015
H -2.344 2.608 -0.783
C -2.836 0.338 -4.861
C -2.366 0.200 -3.419
P -0.537 0.233 -3.145
C -0.087 -1.336 -4.014
C 1.332 -1.841 -3.804
C 0.044 1.576 -4.281
C 1.554 1.770 -4.267
H -3.911 0.176 -4.898
H -2.375 -0.399 -5.513
H -2.640 1.330 -5.255
H -2.694 -0.760 -3.013
H -2.822 0.970 -2.793
H -0.275 -1.204 -5.082
H -0.798 -2.077 -3.638
H 2.070 -1.168 -4.226
H 1.448 -2.805 -4.293
H 1.557 -1.949 -2.743
H -0.454 2.499 -3.972
H -0.285 1.342 -5.295
H 1.923 1.851 -3.244
H 1.826 2.669 -4.813
H 2.050 0.936 -4.752
C -6.327 2.470 -0.857
C -5.482 1.905 0.296
C -6.290 0.945 1.151
C -4.990 3.067 1.159
O -4.372 1.264 -0.343
P -3.339 0.294 0.454
O -2.896 0.972 1.697
O -2.244 0.049 -0.583
O -4.089 -1.056 0.820
C -4.500 -2.108 -0.058
C -3.276 -2.975 -0.369
C -5.112 -1.565 -1.344
C -5.526 -2.935 0.723
H -7.147 3.061 -0.462
H -6.729 1.657 -1.452
H -5.711 3.095 -1.498
H -7.165 1.446 1.552
H -5.682 0.582 1.977
H -6.625 0.096 0.565
H -5.818 3.501 1.710
H -4.547 3.839 0.535
H -4.256 2.681 1.864
H -2.516 -2.360 -0.848
H -3.563 -3.803 -1.014
H -2.870 -3.362 0.564
H -4.482 -0.780 -1.747
H -6.096 -1.146 -1.154
H -5.223 -2.358 -2.078
H -5.070 -3.358 1.615
H -5.902 -3.737 0.092
H -6.361 -2.310 1.029
C 0.078 -5.133 2.727
N -0.068 -5.531 1.354
C -0.383 -6.775 0.918
C -0.411 -6.735 -0.449
N -0.121 -5.464 -0.824
C -0.027 -4.970 -2.168
C 0.089 -4.720 0.284
Se 0.484 -2.901 0.383
H -0.033 -6.005 3.367
H -0.680 -4.394 2.993
H 1.064 -4.692 2.888
H -0.564 -7.594 1.586
H -0.614 -7.520 -1.152
H -0.187 -5.785 -2.871
H 0.960 -4.536 -2.339
H -0.782 -4.200 -2.330
*
```

***

# 2
Formula: C26H53FN4O6S
Source: OMol25
Level of theory: ωB97M-V with the def2-TZVPD basis set

## Properties
HOMO level (alpha / beta): -8.36 / -9.11 eV
energy above the lowest of the compared OMol25 structures with the same formula, charge and spin: 1.150 eV

Structure (ORCA input):
```
! RIJCOSX wB97M-V def2-TZVPD def2/J DEFGRID3
* xyz 0 3
C -2.288 4.491 1.658
C -1.028 4.575 1.307
C 0.024 3.740 2.021
N 0.925 3.077 1.044
O 1.397 1.840 1.508
C 0.400 0.821 1.340
C -0.551 1.043 0.168
N 0.151 1.101 -1.131
C -0.852 1.214 -2.216
C -1.061 2.748 -2.537
C -2.547 3.133 -2.583
O -0.350 3.604 -1.679
S 2.328 3.994 0.803
O 2.916 3.697 -0.448
O 2.081 5.371 1.006
F 3.329 3.442 1.907
H -2.598 3.626 2.250
H -3.030 5.221 1.346
H -0.754 5.281 0.523
H -0.524 3.038 2.659
H 0.547 4.431 2.699
H -0.145 0.737 2.296
H 0.896 -0.151 1.201
H -1.245 1.883 0.302
H -1.203 0.134 0.123
H 0.537 0.165 -1.256
H -1.815 0.771 -1.894
H -0.485 0.693 -3.108
H -0.681 2.911 -3.563
H -3.052 2.900 -1.636
H -3.029 2.575 -3.399
H -2.612 4.198 -2.839
H 0.602 3.525 -1.836
C 5.547 -2.326 0.244
C 5.560 -2.132 -1.293
C 6.951 -1.673 -1.747
C 7.253 -0.213 -1.412
C 6.142 0.702 -1.919
C 4.747 0.276 -1.450
N 4.488 -1.175 -1.695
O 4.246 -1.339 -2.962
C 4.589 0.603 0.048
C 3.704 1.160 -2.135
C 5.308 -3.534 -1.859
H 5.841 -3.339 0.519
H 6.240 -1.663 0.762
H 4.549 -2.171 0.655
H 7.045 -1.802 -2.831
H 7.714 -2.314 -1.298
H 7.390 -0.088 -0.334
H 8.201 0.076 -1.871
H 6.342 1.727 -1.597
H 6.176 0.715 -3.014
H 3.640 0.221 0.433
H 4.589 1.682 0.202
H 5.391 0.214 0.672
H 3.779 1.128 -3.223
H 3.838 2.199 -1.847
H 2.690 0.868 -1.853
H 4.322 -3.904 -1.570
H 6.054 -4.231 -1.475
H 5.383 -3.566 -2.945
C -5.647 -2.620 3.399
C -4.888 -1.591 2.525
C -5.888 -0.760 1.712
C -6.505 -1.520 0.540
C -5.420 -2.146 -0.333
C -4.429 -3.005 0.459
N -3.897 -2.292 1.657
O -3.017 -1.425 1.256
C -5.113 -4.322 0.878
C -3.303 -3.450 -0.479
C -4.200 -0.664 3.533
H -5.906 -2.201 4.371
H -6.587 -2.945 2.954
H -5.035 -3.502 3.596
H -5.389 0.132 1.317
H -6.683 -0.398 2.369
H -7.196 -2.288 0.901
H -7.106 -0.835 -0.062
H -5.888 -2.748 -1.116
H -4.884 -1.342 -0.849
H -4.462 -4.910 1.528
H -5.333 -4.932 0.001
H -6.064 -4.182 1.387
H -2.801 -2.609 -0.956
H -3.705 -4.071 -1.281
H -2.554 -4.039 0.054
H -3.468 -1.208 4.134
H -4.939 -0.237 4.212
H -3.697 0.176 3.054
*
```